1.
DFT (wB97M-V/def2-TZVPD) results for a cluster of 5 separate species, C38H74ClN3O23S2 in total.

```
! RIJCOSX wB97M-V def2-TZVPD def2/J DEFGRID3
* xyz 0 1
C -3.705 3.986 6.135
C -2.282 3.234 6.227
C -2.224 2.037 5.127
C -2.148 2.621 3.612
O -1.818 1.558 2.712
C -2.538 1.477 1.507
C -4.080 1.074 1.858
C -4.247 -0.526 2.129
C -3.379 -1.065 3.343
O -3.651 -0.980 4.558
O -2.173 -1.769 2.988
O -2.071 0.255 0.821
S -0.446 0.290 0.484
O 0.461 0.019 1.680
O -0.241 -0.944 -0.395
C 0.015 1.879 -0.411
O 0.019 1.556 -1.796
C 1.581 2.189 -0.054
C 2.662 1.448 -0.976
N 3.986 1.622 -0.245
N 2.513 -0.009 -1.139
N 2.913 2.136 -2.302
C -0.941 3.155 0.021
C -0.947 4.153 -1.221
C -1.827 5.462 -1.194
O -2.328 5.844 -2.294
Cl -2.224 6.604 0.159
O -0.339 3.583 1.240
C 0.245 4.851 1.406
C 1.507 4.671 2.430
O 1.117 4.153 3.717
C 2.072 3.121 4.136
C 1.394 2.419 5.442
C -2.456 2.664 0.437
S -3.142 1.906 -1.167
O -3.271 3.735 0.963
C -4.470 4.048 0.247
C -5.179 5.266 1.087
C -4.807 5.258 2.644
H -3.672 4.835 5.360
H -4.570 3.260 5.936
H -3.921 4.506 7.143
H -2.173 2.799 7.287
H -1.460 3.991 6.000
H -3.214 1.470 5.250
H -1.358 1.326 5.346
H -3.170 3.123 3.439
H -1.387 3.486 3.618
H -4.488 1.582 2.788
H -4.805 1.292 1.009
H -5.352 -0.640 2.450
H -4.160 -1.144 1.165
H -1.460 -1.545 3.625
H -0.677 0.921 -2.067
H 1.784 2.128 1.072
H 1.700 3.314 -0.315
H 4.005 2.586 0.145
H 4.080 0.917 0.499
H 1.847 -0.275 -1.873
H 2.348 -0.499 -0.252
H 2.712 1.395 -2.999
H 2.178 2.856 -2.463
H -1.196 3.657 -2.233
H 0.152 4.498 -1.359
H 0.701 5.408 0.526
H -0.477 5.533 2.000
H 2.357 4.086 1.927
H 1.912 5.744 2.577
H 2.224 2.328 3.314
H 3.081 3.553 4.448
H 0.679 3.206 5.879
H 2.195 2.090 6.183
H 0.825 1.507 5.022
H -3.391 2.928 -2.073
H -5.273 3.242 0.198
H -4.347 4.475 -0.805
H -4.970 6.263 0.557
H -6.321 5.104 1.016
H -3.693 5.420 2.853
H -5.343 6.166 3.121
H -5.218 4.333 3.172
C 4.811 -3.527 -5.888
C 3.485 -4.063 -6.394
O 2.643 -4.459 -5.303
C 2.021 -3.458 -4.661
O 2.103 -2.282 -4.926
O 1.309 -3.988 -3.652
C 0.669 -3.017 -2.828
H 5.286 -4.249 -5.219
H 5.484 -3.316 -6.721
H 4.673 -2.607 -5.316
H 3.661 -4.956 -6.996
H 2.973 -3.338 -7.034
H 0.066 -2.326 -3.422
H 1.416 -2.473 -2.246
H 0.008 -3.543 -2.138
C -2.365 -8.296 2.726
C -2.676 -7.788 1.331
O -2.708 -6.356 1.302
C -1.508 -5.751 1.279
O -0.435 -6.304 1.272
O -1.710 -4.424 1.291
C -0.509 -3.657 1.362
H -3.058 -7.867 3.455
H -2.435 -9.385 2.765
H -1.358 -8.006 3.036
H -3.670 -8.130 1.034
H -1.968 -8.174 0.593
H 0.195 -3.945 0.577
H -0.053 -3.771 2.348
H -0.769 -2.609 1.220
C 2.745 -1.176 3.380
C 1.963 -1.518 4.634
O 2.451 -2.727 5.230
C 3.583 -2.602 5.942
O 4.200 -1.581 6.124
O 3.924 -3.820 6.398
C 5.165 -3.846 7.099
H 2.752 -2.023 2.689
H 2.309 -0.311 2.879
H 3.788 -0.949 3.614
H 0.918 -1.698 4.371
H 1.978 -0.697 5.356
H 5.188 -3.101 7.897
H 5.990 -3.686 6.400
H 5.276 -4.834 7.547
C 0.919 -0.992 -9.979
C 2.021 -0.552 -10.924
O 2.869 -1.655 -11.273
C 2.376 -2.491 -12.201
O 1.310 -2.387 -12.757
O 3.266 -3.480 -12.385
C 2.824 -4.494 -13.285
H 1.341 -1.502 -9.109
H 0.335 -0.134 -9.641
H 0.242 -1.699 -10.464
H 2.655 0.184 -10.424
H 1.618 -0.075 -11.821
H 2.499 -4.068 -14.237
H 2.018 -5.071 -12.827
H 3.664 -5.163 -13.476
*
```

Its HOMO-LUMO gap is 8.8 eV. As for the total energy: -126354.697 eV.

=====

2.
DFT (wB97M-V/def2-TZVPD) results for a structure of composition C30H37CoN10O6P2S2.

```
! RIJCOSX wB97M-V def2-TZVPD def2/J DEFGRID3
* xyz 1 2
Co 0.736 -0.409 -0.082
N -2.234 -0.129 1.816
N -2.352 -1.499 2.227
C -1.181 -2.239 2.111
N -0.954 -3.170 3.048
N -0.441 -2.009 1.044
N 0.762 -2.567 0.910
O 1.238 -3.414 1.670
O 1.412 -2.127 -0.097
H -1.240 0.206 2.058
H -2.871 0.428 2.390
H -2.682 -1.529 3.196
H -1.301 -3.025 3.984
H -0.073 -3.675 2.954
C 0.247 -1.856 -7.880
C 0.822 -2.529 -6.814
C 0.625 -2.085 -5.519
C -0.157 -0.959 -5.279
C -0.733 -0.290 -6.354
C -0.531 -0.734 -7.650
P -0.503 -0.319 -3.587
C -0.834 -1.933 -2.787
C 0.152 -2.798 -2.334
C -0.210 -3.996 -1.739
C -1.544 -4.334 -1.589
C -2.530 -3.495 -2.083
C -2.177 -2.303 -2.687
C 1.191 0.200 -3.057
C 1.932 0.786 -4.089
C 3.053 1.553 -3.839
C 3.439 1.779 -2.532
C 2.711 1.196 -1.492
C 1.603 0.370 -1.721
H 0.406 -2.210 -8.888
H 1.429 -3.403 -6.997
H 1.085 -2.619 -4.704
H -1.338 0.588 -6.171
H -0.978 -0.207 -8.481
H 1.194 -2.538 -2.443
H 0.561 -4.662 -1.382
H -1.812 -5.258 -1.099
H -3.571 -3.771 -1.993
H -2.936 -1.652 -3.108
H 1.610 0.637 -5.111
H 3.608 1.975 -4.662
H 4.297 2.400 -2.313
H 3.039 1.367 -0.475
N 0.677 3.394 -1.636
C -0.611 2.927 -2.180
P -1.402 2.225 -0.607
O -1.553 3.373 0.303
O -0.469 1.131 -0.121
C -2.978 1.406 -1.170
N -2.885 0.020 -0.738
H 0.451 3.787 -0.703
H 1.151 4.090 -2.218
H 1.313 2.554 -1.494
H -0.456 2.208 -2.983
H -1.200 3.772 -2.534
H -3.089 1.525 -2.254
H -3.832 1.884 -0.685
H -2.068 -0.416 -1.166
H -3.704 -0.519 -1.000
H -2.488 -0.033 0.732
N 0.505 4.542 8.002
C 0.278 3.421 7.272
C 1.187 2.353 7.289
C 0.977 1.236 6.509
C -0.131 1.179 5.680
C -1.051 2.215 5.661
C -0.856 3.323 6.453
S -0.483 -0.218 4.647
O -1.925 -0.270 4.470
O 0.120 -1.430 5.136
N 0.072 0.088 3.116
C 1.344 -0.087 2.861
S 2.529 -0.426 4.112
C 3.749 -0.491 2.895
C 3.216 -0.280 1.672
N 1.873 -0.037 1.641
H 1.247 4.556 8.679
H -0.218 5.233 8.093
H 2.048 2.409 7.937
H 1.656 0.399 6.552
H -1.927 2.118 5.041
H -1.583 4.120 6.457
H 4.767 -0.691 3.158
H 3.774 -0.327 0.755
*
```

Its HOMO-LUMO gap (spin up / spin down) is 6.5 / 6.6 eV. As for the total energy: -136763.916 eV.

=====

3.
DFT (wB97M-V/def2-TZVPD) results for the molecule C19H21F3N2O3S.

```
! RIJCOSX wB97M-V def2-TZVPD def2/J DEFGRID3
* xyz 0 1
C 1.047 -0.155 -3.442
O 0.631 -1.211 -2.589
C 1.606 -1.722 -1.774
C 2.621 -2.544 -2.259
C 3.536 -3.101 -1.386
C 3.473 -2.861 -0.016
C 4.480 -3.469 0.910
C 2.465 -2.032 0.460
C 1.553 -1.471 -0.411
S 0.302 -0.338 0.188
O 0.418 0.885 -0.549
O 0.423 -0.284 1.619
N -1.107 -1.143 -0.236
C -1.754 -1.826 0.857
C -2.476 -0.815 1.784
N -2.769 0.407 1.058
C -2.073 1.570 1.337
C -1.727 1.890 2.657
C -1.055 3.055 2.961
C -0.720 3.961 1.971
C -1.096 3.672 0.667
C -0.750 4.657 -0.407
F -1.390 5.838 -0.237
F 0.559 4.964 -0.434
F -1.067 4.253 -1.646
C -1.769 2.508 0.346
C -3.200 0.116 -0.291
C -2.032 -0.463 -1.117
H 1.226 0.751 -2.856
H 1.950 -0.420 -4.000
H 0.224 0.012 -4.135
H 2.677 -2.752 -3.317
H 4.315 -3.741 -1.774
H 4.576 -4.537 0.724
H 4.195 -3.315 1.947
H 5.458 -3.015 0.751
H 2.375 -1.796 1.509
H -0.986 -2.363 1.412
H -2.454 -2.549 0.429
H -3.412 -1.247 2.158
H -1.821 -0.590 2.621
H -1.989 1.221 3.461
H -0.792 3.263 3.987
H -0.184 4.869 2.197
H -2.016 2.334 -0.687
H -4.003 -0.625 -0.210
H -3.616 1.009 -0.756
H -1.460 0.319 -1.613
H -2.390 -1.172 -1.870
*
```

Its HOMO-LUMO gap is 8.4 eV. As for the total energy: -48153.850 eV.

=====

4.
DFT (wB97M-V/def2-TZVPD) results for the molecule CHF3O3S.

```
! RIJCOSX wB97M-V def2-TZVPD def2/J DEFGRID3
* xyz 0 3
C 0.280 0.845 0.391
O -0.170 -0.264 -0.252
O -1.591 -2.453 0.104
O -0.202 2.158 0.116
F 0.038 0.636 1.721
F 1.616 0.944 0.201
F 0.128 -2.434 -1.631
S -0.239 -2.112 -0.062
H 0.140 2.680 -0.589
*
```

Its HOMO-LUMO gap (spin up / spin down) is 7.9 / 7.8 eV. As for the total energy: -26177.529 eV.

=====

5.
DFT (wB97M-V/def2-TZVPD) results for a cluster of 4 separate species, C35H35BF4N5O7S in total.

```
! RIJCOSX wB97M-V def2-TZVPD def2/J DEFGRID3
* xyz 1 1
C -1.039 0.083 4.583
B -1.332 -0.006 3.049
O -2.329 -0.726 2.509
N -0.444 0.748 2.062
C -0.517 1.886 1.364
N -1.551 2.746 1.443
C -2.675 2.571 2.304
C -2.695 3.076 3.583
C -3.839 2.832 4.296
C -4.845 2.095 3.738
N -4.843 1.559 2.521
C -3.737 1.848 1.845
C -1.495 3.916 0.565
C -2.592 4.919 0.831
F -1.646 3.500 -0.725
N 0.529 2.076 0.592
C 1.309 1.017 0.801
C 2.601 0.893 0.102
C 3.740 1.639 0.813
C 4.260 0.966 2.071
S 5.091 -0.626 1.804
N 0.750 0.196 1.674
C 1.258 -1.096 2.113
C 0.546 -2.262 1.387
C 1.475 -3.333 0.912
F 2.750 -3.364 1.314
C 1.040 -4.302 0.111
F 1.676 -5.444 0.002
F -0.054 -4.166 -0.599
H 0.025 0.219 4.758
H -1.357 -0.847 5.039
H -1.613 0.911 4.992
H -3.196 -0.488 2.864
H -1.887 3.653 4.000
H -3.940 3.198 5.302
H -5.732 1.923 4.331
H -3.676 1.469 0.832
H -0.555 4.440 0.693
H -2.514 5.358 1.820
H -2.402 5.723 0.128
H -3.575 4.528 0.602
H 2.534 1.255 -0.913
H 2.871 -0.161 0.072
H 3.458 2.657 1.073
H 4.557 1.706 0.104
H 3.493 0.821 2.827
H 4.983 1.637 2.516
H 5.689 -0.443 0.617
H 1.229 -1.211 3.190
H 2.309 -1.163 1.861
H 0.105 -1.812 0.499
H -0.280 -2.672 1.959
C 2.474 -5.607 -3.808
C 1.959 -4.512 -3.258
C 1.618 -3.324 -4.075
O 1.150 -2.324 -3.563
C 1.868 -3.399 -5.532
C 2.380 -4.493 -6.091
C 2.724 -5.686 -5.272
O 3.189 -6.682 -5.775
H 2.730 -6.484 -3.228
H 1.763 -4.426 -2.200
H 1.613 -2.521 -6.111
H 2.568 -4.568 -7.154
C 1.415 3.557 3.110
C 0.157 3.793 3.452
C -0.177 4.629 4.631
O -1.332 4.833 4.935
C 0.955 5.196 5.410
C 2.222 4.960 5.065
C 2.547 4.119 3.887
O 3.683 3.877 3.536
H 1.677 2.950 2.252
H -0.676 3.391 2.890
H 0.691 5.804 6.265
H 3.060 5.361 5.619
C -2.706 -4.360 -8.771
C -3.869 -3.910 -8.309
C -3.938 -3.047 -7.102
O -4.996 -2.637 -6.678
C -2.657 -2.705 -6.432
C -1.496 -3.156 -6.895
C -1.427 -4.018 -8.100
O -0.364 -4.424 -8.518
H -2.634 -4.990 -9.648
H -4.813 -4.147 -8.783
H -2.727 -2.074 -5.554
H -0.553 -2.920 -6.423
*
```

Its HOMO-LUMO gap is 7.1 eV. As for the total energy: -81017.321 eV.

=====

6.
DFT (wB97M-V/def2-TZVPD) results for a cluster of 2 separate species, C4H9NO in total.

```
! RIJCOSX wB97M-V def2-TZVPD def2/J DEFGRID3
* xyz 1 2
C 1.269 0.906 -1.380
C -0.949 0.603 -1.928
N 0.018 0.118 -1.256
H 1.428 1.428 -0.427
H 2.107 0.262 -1.619
H 1.209 1.743 -2.076
H -1.703 -0.090 -2.284
H -0.988 1.641 -2.256
O 1.197 -0.234 2.477
C 0.016 -0.332 2.348
C -0.607 -1.389 1.491
H -0.721 0.358 2.808
H -1.567 -1.610 1.964
H -0.766 -1.170 0.432
H 0.056 -2.236 1.705
*
```

Its HOMO-LUMO gap (spin up / spin down) is 10.5 / 3.7 eV. As for the total energy: -7819.817 eV.

=====

7.
DFT (wB97M-V/def2-TZVPD) results for the molecule O3.

```
! RIJCOSX wB97M-V def2-TZVPD def2/J DEFGRID3
* xyz 0 1
O 1.087 -0.093 0.000
O 0.000 0.364 0.000
O -1.087 -0.272 0.000
*
```

Its HOMO-LUMO gap is 9.6 eV. As for the total energy: -6134.692 eV.

=====

8.
DFT (wB97M-V/def2-TZVPD) results for a cluster of 2 separate species, C3H11N2S2 in total.

```
! RIJCOSX wB97M-V def2-TZVPD def2/J DEFGRID3
* xyz 1 1
C -0.410 0.717 -1.879
S -1.251 1.560 -3.287
S 0.358 2.388 -4.334
H -0.502 -0.356 -2.022
H -0.968 0.988 -0.982
H 0.620 1.052 -1.831
H 0.433 3.553 -3.654
C -1.516 -0.843 1.547
N 2.139 -0.968 1.774
C 0.875 -0.624 1.837
N -0.133 -1.323 1.395
H -1.919 -0.652 0.556
H -1.485 0.085 2.111
H -2.148 -1.555 2.070
H 2.431 -1.897 1.525
H 2.830 -0.284 2.031
H 0.618 0.337 2.265
H 0.028 -2.179 0.879
*
```

Its HOMO-LUMO gap is 7.9 eV. As for the total energy: -27933.641 eV.

=====

9.
DFT (wB97M-V/def2-TZVPD) results for the molecule C8H12N4S.

```
! RIJCOSX wB97M-V def2-TZVPD def2/J DEFGRID3
* xyz 0 1
C 3.582 0.691 0.571
N 3.823 -0.610 0.606
N 2.633 -1.320 0.219
C 1.592 -0.670 -0.194
N 0.360 -1.238 -0.285
C -0.985 -0.788 -0.373
N -1.813 -1.689 -0.103
C -3.052 -1.065 -0.015
C -3.441 0.063 0.807
C -2.491 1.264 0.926
C -1.881 1.808 -0.335
C -1.206 0.477 -1.019
S 2.070 1.128 -0.381
H 4.388 1.269 0.767
H 0.354 -2.280 -0.047
H -3.425 -0.494 -0.924
H -3.844 -1.907 -0.015
H -4.628 0.174 0.511
H -3.312 -0.149 1.889
H -1.579 0.831 1.436
H -2.798 2.198 1.518
H -2.743 2.254 -1.015
H -1.189 2.583 -0.218
H -1.905 0.115 -1.845
H -0.174 0.667 -1.232
*
```

Its HOMO-LUMO gap is 9.2 eV. As for the total energy: -25281.451 eV.

=====

10.
DFT (wB97M-V/def2-TZVPD) results for a cluster of 2 separate species, C4H8O4 in total.

```
! RIJCOSX wB97M-V def2-TZVPD def2/J DEFGRID3
* xyz 0 1
C -0.289 2.011 -0.996
C -0.547 0.682 -0.864
C -1.515 0.142 0.128
C 2.204 -0.977 -0.387
O -1.047 0.239 1.578
O -1.733 -1.215 -0.074
O 2.331 -0.167 0.552
O 2.451 -2.226 0.086
H 0.283 2.287 -1.847
H -0.614 2.858 -0.327
H -2.481 0.696 0.038
H -0.204 -0.070 -1.528
H -1.697 0.556 2.162
H -2.175 -1.584 0.666
H 2.398 -0.444 1.475
H 2.635 -2.786 -0.663
*
```

Its HOMO-LUMO gap is 9.7 eV. As for the total energy: -12464.205 eV.